{"formula": "C34H43BN5OPdS", "method": "ωB97M-V/def2-TZVPD", "molar_mass_da": 687.1, "total_charge": -1, "e_above_lowest_kj_mol": 356.7, "lumo_energy_ev": [2.2, 2.5], "orbital_gap_ev": [6.33, 6.49], "homo_ev": [-4.111, -3.991], "symbols": ["Pd", "N", "C", "S", "N", "N", "C", "C", "C", "C", "C", "C", "C", "O", "H", "H", "H", "H", "H", "H", "H", "C", "C", "C", "C", "C", "C", "C", "C", "C", "C", "C", "C", "N", "B", "N", "C", "C", "C", "C", "C", "C", "C", "C", "C", "C", "C", "C", "C", "C", "H", "H", "H", "H", "H", "H", "H", "H", "H", "H", "H", "H", "H", "H", "H", "H", "H", "H", "H", "H", "H", "H", "H", "H", "H", "H", "H", "H", "H", "H", "H", "H", "H", "H", "H", "H"], "positions_angstrom": [[0.615, -0.614, 0.135], [2.145, -1.816, -3.912], [1.976, -1.323, -2.627], [1.702, -2.476, -1.386], [2.070, -0.046, -2.494], [1.867, 0.528, -1.280], [2.645, 1.539, -1.053], [2.735, 2.385, 0.086], [3.653, 3.443, 0.013], [3.868, 4.306, 1.057], [3.130, 4.135, 2.231], [2.222, 3.119, 2.345], [1.978, 2.181, 1.295], [1.132, 1.257, 1.475], [2.515, -2.753, -3.961], [2.597, -1.156, -4.527], [3.379, 1.754, -1.842], [4.208, 3.578, -0.909], [4.581, 5.115, 0.967], [3.275, 4.825, 3.055], [1.637, 2.995, 3.247], [3.104, -2.110, 1.574], [1.782, -2.476, 2.255], [1.859, -3.844, 2.936], [1.384, -1.417, 3.256], [2.315, -1.011, 4.203], [1.991, -0.064, 5.152], [0.727, 0.485, 5.155], [-0.238, 0.105, 4.229], [-1.592, 0.767, 4.380], [-2.627, -0.185, 4.992], [-2.115, 1.410, 3.099], [0.095, -0.865, 3.272], [-0.889, -1.349, 2.372], [-1.286, -0.924, 1.046], [-2.540, -1.659, 0.825], [-2.695, -2.545, 1.885], [-1.722, -2.364, 2.794], [-3.621, -1.491, -0.070], [-3.478, -1.596, -1.467], [-4.576, -1.368, -2.289], [-5.837, -1.142, -1.788], [-6.000, -1.119, -0.420], [-4.919, -1.251, 0.441], [-5.244, -1.144, 1.919], [-5.998, 0.149, 2.249], [-6.075, -2.350, 2.377], [-2.236, -2.003, -2.224], [-1.380, -0.775, -2.549], [-1.483, -3.142, -1.550], [3.299, -2.810, 0.763], [3.944, -2.147, 2.265], [3.025, -1.096, 1.154], [1.015, -2.528, 1.459], [2.585, -3.841, 3.748], [2.149, -4.600, 2.211], [0.890, -4.121, 3.347], [3.307, -1.437, 4.202], [2.718, 0.246, 5.890], [0.479, 1.230, 5.901], [-1.447, 1.579, 5.104], [-2.988, -0.898, 4.257], [-3.476, 0.382, 5.374], [-2.186, -0.741, 5.819], [-2.400, 0.667, 2.361], [-1.341, 2.027, 2.650], [-2.983, 2.031, 3.325], [-3.471, -3.285, 1.888], [-1.554, -2.892, 3.717], [-4.429, -1.412, -3.360], [-6.680, -1.015, -2.453], [-6.994, -0.978, -0.018], [-4.320, -1.128, 2.497], [-6.973, 0.185, 1.766], [-5.426, 1.018, 1.932], [-6.158, 0.210, 3.325], [-7.031, -2.387, 1.857], [-6.269, -2.290, 3.448], [-5.552, -3.283, 2.177], [-2.587, -2.397, -3.188], [-0.897, -0.383, -1.633], [-2.005, 0.014, -2.970], [-0.611, -1.035, -3.273], [-0.934, -2.786, -0.680], [-0.771, -3.578, -2.247], [-2.188, -3.911, -1.229]], "atomic_forces_ev_per_a": [[-0.5, 2.0, -0.3], [0.0, 0.0, -0.3], [0.2, 0.4, 0.4], [-0.6, -0.1, 0.6], [0.5, 0.1, -1.7], [0.7, 0.2, 1.0], [0.0, -0.7, -0.9], [-0.2, 0.0, 0.8], [0.0, 0.0, 0.0], [0.2, 0.3, -0.1], [0.0, 0.0, 0.0], [-0.2, 0.0, 0.1], [0.4, 0.5, -0.5], [-0.9, -1.3, -0.2], [-0.1, 0.1, 0.1], [0.0, 0.0, 0.0], [-0.3, 0.1, 0.0], [0.0, -0.1, -0.1], [0.0, 0.0, 0.0], [0.0, 0.0, 0.1], [0.0, -0.1, 0.1], [-0.1, 0.1, 0.0], [0.0, -0.1, -0.1], [-0.1, 0.1, -0.2], [-0.2, -0.1, -0.1], [-0.1, 0.1, 0.0], [0.1, -0.1, 0.0], [0.0, 0.0, 0.0], [0.0, 0.1, 0.1], [-0.2, -0.1, -0.1], [0.1, 0.2, 0.0], [0.1, 0.1, 0.1], [0.7, 0.2, 0.5], [-0.3, 0.2, 0.2], [1.1, -1.2, 0.1], [0.5, 0.5, -0.1], [0.3, -0.4, 0.4], [-0.5, -0.4, -0.1], [-0.7, 0.1, -0.7], [0.0, -0.1, -0.2], [-0.2, 0.0, 0.0], [-0.1, 0.0, 0.0], [0.0, 0.0, -0.1], [0.1, 0.0, 0.2], [-0.1, 0.1, 0.2], [0.2, -0.1, 0.0], [0.2, 0.1, 0.0], [0.2, 0.1, 0.1], [0.1, -0.1, 0.3], [-0.1, 0.1, 0.0], [0.1, 0.1, 0.0], [0.1, 0.0, 0.2], [0.2, -0.3, 0.1], [0.3, -0.1, 0.5], [0.1, 0.0, 0.1], [0.1, -0.2, -0.1], [-0.1, -0.1, 0.1], [0.1, -0.1, -0.1], [0.1, 0.0, 0.0], [-0.1, 0.1, 0.0], [0.0, -0.1, -0.1], [0.0, -0.1, 0.0], [-0.1, 0.0, 0.0], [0.0, -0.1, 0.1], [-0.2, 0.0, 0.0], [0.1, 0.1, -0.1], [-0.1, 0.1, 0.0], [-0.1, 0.0, 0.0], [0.0, 0.0, 0.1], [0.0, -0.1, -0.1], [-0.1, 0.0, 0.0], [0.0, 0.0, 0.1], [-0.1, 0.0, -0.1], [-0.1, 0.0, 0.0], [0.0, 0.1, 0.0], [0.0, 0.1, 0.1], [-0.1, 0.0, 0.0], [0.0, 0.0, 0.1], [0.0, -0.1, 0.0], [-0.1, 0.1, 0.2], [-0.2, -0.1, -0.4], [0.0, 0.0, 0.0], [0.2, 0.1, 0.0], [0.0, -0.2, -0.2], [0.1, 0.0, 0.1], [-0.1, -0.1, 0.0]]}